Entry from OMol25: a 2-piece molecular cluster, C5H13N overall at a distorted geometry (the ωB97M-V functional and the def2-TZVPD basis).

Summary:
* HOMO-LUMO gap: 6.75 eV
* HOMO level: -7.876 eV

Cartesian coordinates (Å):
C: -1.18 1.59 -2.69
N: -0.90 -0.26 -0.11
C: -0.63 -1.41 2.36
C: 0.65 -1.03 1.77
C: 0.62 0.23 0.37
C: 1.86 0.31 -0.36
H: -1.01 0.52 -2.54
H: -1.40 1.86 -1.67
H: -0.25 2.02 -2.92
H: -1.89 2.01 -3.40
H: -1.00 -2.46 2.34
H: -1.15 -0.88 0.81
H: -1.08 -0.70 3.10
H: 1.26 -0.45 2.47
H: 1.39 -1.71 1.27
H: -0.54 -0.84 -0.89
H: 2.07 -0.38 -1.18
H: 0.34 0.88 1.14
H: 2.84 0.71 0.14

---

Entry from OMol25: an isolated ion of composition C5H13N and charge +1 at a distorted geometry (the ωB97M-V functional and the def2-TZVPD basis).

Summary:
* charge: +1
* spin multiplicity: 2
* <S²>: 0.76
* HOMO-LUMO gap (alpha / beta): 12.29 / 8.16 eV
* HOMO level (alpha / beta): -15.567 / -15.559 eV

Cartesian coordinates (Å):
C: -1.69 0.45 -0.14
C: -2.33 -0.95 -0.17
C: -0.62 0.45 0.95
N: 0.48 -0.46 0.53
C: 1.48 -0.05 -0.61
C: 2.76 0.57 -0.04
H: -2.62 1.13 -0.04
H: -1.36 0.68 -1.15
H: -2.70 -1.40 0.74
H: -3.22 -1.06 -0.86
H: -1.53 -1.52 -0.75
H: -0.22 1.47 0.93
H: -0.93 -0.22 1.84
H: 0.64 -1.40 1.05
H: 0.97 0.84 -1.11
H: 1.73 -0.69 -1.45
H: 2.55 1.50 0.39
H: 3.43 0.76 -0.87
H: 3.17 -0.08 0.75

---

Entry from OMol25: a 2-piece molecular cluster, C5H13N overall at a distorted geometry (the ωB97M-V functional and the def2-TZVPD basis).

Summary:
* charge: +1
* spin multiplicity: 2
* <S²>: 0.77
* HOMO-LUMO gap (alpha / beta): 7.87 / 8.24 eV
* HOMO level (alpha / beta): -15.287 / -15.866 eV

Cartesian coordinates (Å):
C: -2.09 -0.29 -0.66
C: -1.26 0.94 -0.25
C: -0.42 0.62 1.01
C: 1.17 0.67 0.90
N: 1.67 0.50 -0.43
C: 2.09 -0.81 -0.76
H: -2.75 -0.60 0.15
H: -2.67 -0.04 -1.55
H: -1.44 -1.15 -0.87
H: -1.89 1.81 -0.09
H: -0.56 1.12 -1.06
H: -0.60 -0.43 1.31
H: -0.66 1.19 1.90
H: 1.50 -0.08 1.63
H: 1.51 1.68 1.17
H: 0.26 -2.05 0.05
H: 2.57 -0.89 -1.74
H: 0.94 -0.83 -0.69
H: 2.63 -1.39 -0.01

---

Entry from OMol25: a 2-piece molecular cluster, C5H13N2 overall at a distorted geometry (the ωB97M-V functional and the def2-TZVPD basis).

Summary:
* charge: +1
* HOMO-LUMO gap (alpha / beta): 8.63 / 7.40 eV
* HOMO level (alpha / beta): -12.095 / -11.338 eV

Cartesian coordinates (Å):
C: 2.08 0.09 0.05
C: 1.13 0.81 0.57
C: 1.92 -1.25 -0.59
C: 0.80 2.18 0.89
C: -1.42 -0.38 0.34
N: -2.40 0.59 0.10
N: -1.44 -1.45 -0.62
H: 3.06 0.51 0.24
H: 1.03 -1.80 -0.09
H: 1.66 -1.18 -1.58
H: 2.79 -1.86 -0.53
H: 1.60 2.95 0.69
H: 0.52 2.23 1.87
H: -0.02 2.56 0.10
H: -1.30 -0.94 1.28
H: -2.75 1.00 0.90
H: -2.92 0.65 -0.78
H: -1.53 -0.82 -1.47
H: -2.34 -2.04 -0.69
H: -0.46 -1.85 -0.66

---

Entry from OMol25: an isolated ion of composition C5H13N2 and charge +1 at a distorted geometry (the ωB97M-V functional and the def2-TZVPD basis).

Summary:
* SMILES: C=C[C@H](N)[NH+](C)C
* charge: +1
* HOMO-LUMO gap: 11.23 eV
* HOMO level: -14.162 eV

Cartesian coordinates (Å):
C: 2.25 1.12 -0.44
C: 1.31 0.20 -0.61
C: -1.03 1.40 0.66
C: -1.81 -0.45 -0.81
C: 0.55 -0.55 0.48
N: 0.61 -2.05 0.27
N: -1.00 -0.11 0.40
H: 2.78 1.45 -1.25
H: 2.49 1.56 0.61
H: 1.35 -0.15 -1.63
H: -1.94 1.85 0.20
H: -1.07 1.56 1.74
H: -0.02 1.68 0.29
H: -1.22 -0.05 -1.56
H: -1.87 -1.46 -1.01
H: -2.83 -0.22 -0.70
H: 0.91 -0.33 1.49
H: 0.68 -2.60 1.10
H: 1.24 -2.31 -0.47
H: -1.37 -0.55 1.23

---

Entry from OMol25: a 2-piece molecular cluster, C5H13N2 overall at a distorted geometry (the ωB97M-V functional and the def2-TZVPD basis).

Summary:
* charge: +1
* HOMO-LUMO gap: 8.51 eV
* HOMO level: -13.410 eV

Cartesian coordinates (Å):
C: -2.93 -0.97 -0.08
C: 1.68 -1.31 -0.03
C: 3.13 0.76 0.14
C: -2.43 1.44 -0.27
C: 1.76 0.24 0.06
N: -2.70 0.39 0.40
N: 0.66 0.84 -0.10
H: -2.12 -1.75 0.37
H: -4.01 -1.31 0.22
H: 2.23 -1.68 0.76
H: 0.78 -1.76 0.10
H: 2.23 -1.68 -0.92
H: 3.75 0.40 -0.56
H: 3.44 0.51 1.06
H: 3.31 1.89 0.16
H: -2.04 1.25 -1.30
H: -2.73 2.36 0.16
H: 0.91 1.82 -0.19
H: -3.13 0.41 1.31
H: -2.87 -0.85 -1.21

---

Entry from OMol25: an isolated ion of composition C5H13N2 and charge +1 at a distorted geometry (the ωB97M-V functional and the def2-TZVPD basis).

Summary:
* SMILES: C=C(N)C[C@@H](C)[NH3+]
* charge: +1
* HOMO-LUMO gap: 9.54 eV
* HOMO level: -12.725 eV

Cartesian coordinates (Å):
C: 0.42 1.88 -0.24
C: -0.81 1.01 -0.01
C: -0.58 -0.10 1.12
C: 0.36 -1.20 0.70
C: 1.67 -1.05 1.04
N: -0.05 -2.11 -0.32
N: -0.99 0.24 -1.38
H: 1.37 1.35 -0.46
H: 0.28 2.60 -1.02
H: 0.59 2.32 0.76
H: -1.66 1.66 0.01
H: -1.64 -0.39 1.37
H: -0.18 0.57 1.87
H: 2.04 -0.40 1.87
H: 2.40 -1.35 0.28
H: -0.82 -2.72 -0.12
H: 0.86 -2.44 -0.61
H: -0.99 0.87 -2.19
H: -1.92 -0.19 -1.39
H: -0.33 -0.55 -1.28

---

Entry from OMol25: a 2-piece molecular cluster, C5H13N2 overall at a distorted geometry (the ωB97M-V functional and the def2-TZVPD basis).

Summary:
* charge: +1
* HOMO-LUMO gap: 8.63 eV
* HOMO level: -12.169 eV

Cartesian coordinates (Å):
C: -3.09 -0.75 -0.98
C: -2.80 0.05 -0.12
C: -2.29 0.93 0.91
C: 0.90 -0.78 1.10
C: 1.15 0.30 0.07
N: 0.70 -0.19 -1.34
N: 2.69 0.48 -0.19
H: -0.29 -0.11 -1.14
H: -3.63 -1.24 -1.69
H: -1.19 0.90 1.09
H: -2.74 0.71 1.82
H: -2.67 1.97 0.58
H: 0.46 -0.42 2.01
H: 0.09 -1.52 0.77
H: 1.70 -1.34 1.33
H: 0.85 0.56 -1.97
H: 0.96 -1.07 -1.70
H: 2.98 -0.14 -0.89
H: 3.19 0.24 0.72
H: 3.03 1.42 -0.38

---

Entry from OMol25: an isolated ion of composition C5H13N2 and charge +1 at a distorted geometry (the ωB97M-V functional and the def2-TZVPD basis).

Summary:
* SMILES: C=CC[C@H]([NH3+])CN
* charge: +1
* HOMO-LUMO gap: 9.41 eV
* HOMO level: -12.686 eV

Cartesian coordinates (Å):
N: -0.28 -0.52 1.89
C: -0.33 -0.40 0.34
C: -0.45 1.04 -0.11
C: -1.45 1.08 -1.24
C: -1.01 1.13 -2.51
C: 0.99 -1.24 0.01
N: 2.07 -0.87 0.97
H: 0.25 -1.26 2.35
H: -1.12 -0.23 2.46
H: 0.34 0.23 2.18
H: -1.22 -1.01 0.13
H: 0.59 1.26 -0.35
H: -0.67 1.88 0.67
H: -2.49 1.30 -1.08
H: -0.09 1.71 -2.77
H: -1.52 0.62 -3.34
H: 0.78 -2.33 0.09
H: 1.24 -0.84 -1.01
H: 2.86 -1.52 1.02
H: 2.34 0.10 0.87

---

Entry from OMol25: an isolated ion of composition C5H13N2 and charge +1 at a distorted geometry (the ωB97M-V functional and the def2-TZVPD basis).

Summary:
* SMILES: CN[C@@H]1C[N+]1(C)C
* charge: +1
* HOMO-LUMO gap: 11.05 eV
* HOMO level: -13.764 eV

Cartesian coordinates (Å):
C: -1.07 0.69 -0.63
C: 0.16 -0.05 -0.86
C: 2.04 1.68 -0.22
C: -1.51 -1.78 -0.17
C: -0.48 -0.39 1.54
N: 1.77 0.26 -0.15
N: -0.79 -0.54 0.12
H: -1.09 1.60 -0.05
H: -1.84 0.64 -1.39
H: 0.30 -0.65 -1.75
H: 2.98 1.86 0.30
H: 2.13 2.07 -1.24
H: 1.26 2.24 0.30
H: -1.67 -1.89 -1.24
H: -0.91 -2.62 0.18
H: -2.47 -1.78 0.34
H: 0.07 0.53 1.71
H: -1.41 -0.39 2.11
H: 0.15 -1.22 1.86
H: 2.39 -0.26 -0.76

---

Entry from OMol25: an isolated ion of composition C5H13N2 and charge +1 at a distorted geometry (the ωB97M-V functional and the def2-TZVPD basis).

Summary:
* SMILES: CCCCNC=[NH2+]
* charge: +1
* HOMO-LUMO gap: 10.01 eV
* HOMO level: -14.709 eV

Cartesian coordinates (Å):
C: -1.57 -1.42 -1.61
C: -1.16 -0.82 -0.27
C: -0.87 0.64 -0.19
C: 0.50 1.05 -0.75
N: 1.65 0.35 0.04
C: 1.87 0.43 1.32
N: 0.96 0.31 2.35
H: -0.93 -1.07 -2.45
H: -1.28 -2.49 -1.60
H: -2.62 -1.33 -1.85
H: -2.11 -0.87 0.28
H: -0.48 -1.49 0.27
H: -0.94 0.93 0.84
H: -1.63 1.28 -0.67
H: 0.65 0.70 -1.77
H: 0.64 2.16 -0.81
H: 2.45 0.19 -0.55
H: 2.93 0.35 1.62
H: 0.42 1.12 2.66
H: 1.53 -0.03 3.12

---

Entry from OMol25: an isolated ion of composition C5H13N2 and charge +1 at a distorted geometry (the ωB97M-V functional and the def2-TZVPD basis).

Summary:
* SMILES: C/C(=C\N)CC[NH3+]
* charge: +1
* HOMO-LUMO gap: 7.48 eV
* HOMO level: -11.309 eV

Cartesian coordinates (Å):
C: 0.25 1.12 -1.39
C: -0.38 1.28 -0.08
C: 0.00 0.12 0.77
C: -0.62 -1.09 0.84
N: -0.01 -2.21 1.51
C: 1.34 0.34 1.46
N: -0.67 0.46 -2.48
H: 1.05 0.32 -1.42
H: 0.65 2.07 -1.71
H: -1.57 1.37 -0.15
H: -0.05 2.08 0.52
H: -1.50 -1.33 0.22
H: -0.32 -3.09 1.41
H: 0.88 -2.09 1.83
H: 1.92 1.08 0.91
H: 1.88 -0.54 1.42
H: 1.03 0.65 2.51
H: -1.32 -0.10 -2.06
H: -0.09 0.07 -3.26
H: -1.31 1.23 -3.03